A molecular structure, C53H146B2CrF14N11O21S2 in a non-equilibrium geometry. Source: OMol25; level of theory: ωB97M-V with the def2-TZVPD basis set.

Computed properties:
- expectation value of S² = 3.774
- maximum force (eV/A) = 6.40
- spin multiplicity = 4
- frontier orbital gap (alpha / beta) (eV) = 6.56 / 7.14

Each line ends with the Mulliken spin population.
Geometry (Å):
Cr  1.030  -1.020  3.854  3.012
B  0.459  -3.736  3.682  -0.029
F  -0.392  -2.745  4.118  0.024
F  1.615  -3.044  3.451  0.037
F  0.725  -4.582  4.761  0.000
F  0.057  -4.404  2.577  -0.003
B  4.187  -1.663  4.011  0.005
F  3.014  -1.094  3.549  -0.033
F  3.990  -2.598  4.987  -0.002
F  4.744  -2.254  2.960  0.001
F  4.871  -0.624  4.564  0.000
C  -1.994  0.380  0.740  0.000
F  -1.048  1.326  0.427  0.000
F  -2.548  0.874  1.882  0.001
F  -3.023  0.150  -0.130  0.001
S  -1.135  -1.305  1.101  0.032
O  -2.017  -1.924  2.097  0.018
O  -0.920  -1.962  -0.197  -0.005
N  0.440  -0.889  1.979  -0.015
S  1.393  -0.786  0.606  0.017
O  0.988  -0.248  -0.722  -0.004
O  2.554  -0.067  1.094  0.003
C  1.930  -2.645  0.264  0.002
F  0.892  -3.481  0.388  0.002
F  2.362  -2.822  -1.044  0.001
F  2.885  -3.070  1.110  -0.001
C  -2.070  -3.994  -4.151  0.000
C  -1.761  -3.900  -5.685  0.000
O  -0.740  -4.758  -6.116  0.000
H  -1.167  -3.797  -3.573  0.000
H  -2.400  -4.987  -3.846  0.000
H  -2.645  -3.239  -3.615  0.000
H  -1.548  -2.873  -5.982  0.000
H  -2.608  -4.287  -6.252  0.000
H  -0.761  -4.657  -7.070  0.000
C  -1.144  4.864  -1.301  0.000
C  0.303  4.772  -0.900  -0.002
O  1.085  5.209  -2.047  0.000
H  -1.827  4.640  -0.481  0.000
H  -1.178  4.053  -2.028  0.000
H  -1.460  5.720  -1.897  0.000
H  0.497  3.756  -0.557  0.002
H  0.552  5.501  -0.129  0.000
H  2.035  5.164  -1.920  0.000
C  4.167  -5.427  4.116  0.000
C  3.391  -6.669  3.735  0.000
O  2.404  -6.918  4.749  0.000
H  5.016  -5.201  3.470  0.000
H  4.415  -5.396  5.177  0.000
H  3.376  -4.678  4.069  0.000
H  4.135  -7.462  3.664  0.000
H  2.883  -6.634  2.771  0.000
H  1.751  -6.216  4.800  0.000
C  -5.271  3.173  1.063  0.000
C  -6.189  4.252  0.390  0.000
O  -5.670  4.760  -0.861  0.000
H  -5.144  2.280  0.451  0.000
H  -5.669  3.042  2.070  0.000
H  -4.259  3.574  1.011  0.000
H  -6.177  5.096  1.080  0.000
H  -7.220  3.919  0.269  0.000
H  -6.172  4.227  -1.481  0.000
C  -6.405  -0.205  3.500  0.000
C  -6.317  -0.840  4.892  0.000
C  -4.809  -0.702  5.513  0.000
O  -3.687  -1.292  4.795  0.000
C  -3.642  -2.726  4.720  0.000
N  -7.347  -0.356  5.788  0.000
H  -6.368  0.884  3.531  0.000
H  -7.355  -0.510  3.061  0.000
H  -5.549  -0.535  2.911  0.000
H  -6.510  -1.904  5.021  0.000
H  -4.862  -1.008  6.558  0.000
H  -4.479  0.333  5.603  0.000
H  -3.807  -3.200  5.687  0.000
H  -2.720  -3.025  4.222  0.001
H  -4.470  -3.140  4.144  0.000
H  -8.213  -0.254  5.278  0.000
H  -7.563  -1.063  6.476  0.000
C  -3.968  -3.138  -0.344  0.000
C  -4.915  -4.202  0.253  0.000
C  -5.518  -5.057  -1.007  0.000
O  -6.152  -4.213  -1.963  0.000
C  -7.374  -3.698  -1.530  0.000
N  -4.241  -4.881  1.286  0.000
H  -2.957  -3.446  -0.610  0.000
H  -3.807  -2.221  0.222  0.000
H  -4.303  -2.805  -1.326  0.000
H  -5.752  -3.674  0.711  0.000
H  -6.164  -5.781  -0.511  0.000
H  -4.669  -5.531  -1.501  0.000
H  -7.345  -2.927  -0.760  0.000
H  -7.984  -4.567  -1.281  0.000
H  -7.850  -3.159  -2.349  0.000
H  -3.327  -5.168  0.967  0.000
H  -4.152  -4.110  1.933  0.000
C  -1.975  1.639  5.170  -0.003
C  -0.785  1.105  4.381  0.013
C  0.575  1.655  4.773  0.005
O  1.510  0.875  3.992  -0.015
C  2.711  1.673  3.755  0.007
N  -0.776  -0.310  4.737  -0.117
H  -2.079  2.708  4.986  0.000
H  -1.928  1.389  6.230  0.000
H  -2.922  1.153  4.937  -0.002
H  -0.967  1.206  3.311  0.007
H  0.773  1.498  5.833  -0.009
H  0.449  2.729  4.635  0.013
H  3.098  2.100  4.680  0.000
H  2.617  2.537  3.097  -0.001
H  3.538  1.092  3.347  -0.001
H  -1.663  -0.721  4.479  0.034
H  -1.049  -0.403  5.705  0.042
C  5.189  0.293  -7.678  0.000
C  4.876  -1.214  -7.695  0.000
C  3.952  -1.591  -6.509  0.000
O  4.688  -1.527  -5.275  0.000
C  4.075  -2.121  -4.124  0.000
N  4.252  -1.532  -8.942  0.000
H  4.272  0.881  -7.660  0.000
H  5.808  0.705  -8.475  0.000
H  5.533  0.685  -6.721  0.000
H  5.841  -1.721  -7.683  0.000
H  3.653  -2.598  -6.799  0.000
H  3.094  -0.922  -6.591  0.000
H  3.939  -1.375  -3.341  0.000
H  4.608  -2.991  -3.739  0.000
H  3.071  -2.414  -4.434  0.000
H  3.529  -0.834  -9.044  0.000
H  4.819  -1.370  -9.762  0.000
C  6.933  0.998  -0.016  0.000
C  6.159  -0.169  -0.737  0.000
C  7.090  -1.078  -1.519  0.000
O  7.922  -1.751  -0.660  0.000
C  9.045  -2.309  -1.405  0.000
N  5.352  -0.945  0.113  0.000
H  7.747  1.280  -0.685  0.000
H  7.298  0.569  0.917  0.000
H  6.257  1.830  0.180  0.000
H  5.404  0.254  -1.400  0.001
H  7.744  -0.495  -2.167  0.000
H  6.422  -1.766  -2.038  0.000
H  8.820  -3.035  -2.186  0.000
H  9.508  -3.002  -0.702  0.000
H  9.749  -1.521  -1.672  0.000
H  4.812  -0.432  0.795  0.001
H  6.006  -1.589  0.534  0.000
C  0.717  -0.613  -4.244  0.000
C  0.017  0.728  -4.177  0.000
C  -0.919  1.092  -5.379  0.000
O  -1.323  2.505  -5.293  0.000
C  -0.303  3.405  -5.549  0.000
N  -0.906  0.690  -3.048  0.000
H  -0.039  -1.398  -4.265  -0.001
H  1.388  -0.894  -3.433  0.000
H  1.304  -0.740  -5.154  0.000
H  0.766  1.498  -3.989  0.000
H  -1.855  0.533  -5.384  0.000
H  -0.425  0.919  -6.335  0.000
H  0.434  2.929  -6.197  0.000
H  0.222  3.581  -4.610  0.000
H  -0.823  4.279  -5.939  0.000
H  -0.397  0.655  -2.177  0.001
H  -1.526  1.487  -3.039  0.000
C  2.354  -2.885  7.382  -0.005
C  1.215  -2.089  6.832  0.011
C  0.498  -1.295  7.933  0.001
O  -0.724  -0.707  7.395  0.002
C  -1.685  -0.201  8.334  0.000
N  1.807  -1.177  5.805  -0.075
H  1.983  -3.227  8.348  0.000
H  3.226  -2.245  7.519  0.000
H  2.585  -3.811  6.856  0.000
H  0.577  -2.796  6.301  0.003
H  1.129  -0.621  8.512  0.000
H  0.125  -2.031  8.645  0.000
H  -1.943  -0.856  9.166  0.000
H  -2.651  -0.091  7.841  0.000
H  -1.417  0.754  8.785  0.000
H  1.891  -0.333  6.353  0.007
H  2.760  -1.505  5.869  0.014
C  4.273  5.951  -7.222  0.000
C  3.625  5.042  -6.207  0.000
C  4.627  4.025  -5.590  0.000
O  4.030  3.281  -4.506  0.000
C  4.581  2.055  -4.160  0.001
N  2.945  5.799  -5.216  0.000
H  3.622  6.796  -7.450  0.000
H  4.588  5.411  -8.115  0.000
H  5.130  6.453  -6.773  0.000
H  2.869  4.477  -6.751  0.000
H  5.455  4.533  -5.095  0.000
H  4.858  3.297  -6.368  0.000
H  4.638  1.313  -4.957  0.000
H  3.955  1.660  -3.360  0.000
H  5.587  2.246  -3.788  0.000
H  2.654  5.180  -4.473  0.000
H  3.677  6.361  -4.806  0.000
C  -2.062  5.935  2.666  0.000
C  -0.946  5.178  3.407  0.000
C  0.487  5.444  2.764  0.000
O  1.574  5.031  3.628  0.000
C  2.783  5.697  3.311  0.000
N  -0.809  5.695  4.780  0.000
H  -2.959  6.138  3.252  0.000
H  -2.169  5.499  1.672  0.000
H  -1.782  6.971  2.477  0.000
H  -1.140  4.109  3.491  0.000
H  0.590  6.501  2.518  0.000
H  0.494  4.909  1.815  0.000
H  3.246  5.324  2.397  0.000
H  3.511  5.630  4.120  0.000
H  2.721  6.785  3.294  0.000
H  0.182  5.673  4.973  0.000
H  -0.951  6.673  4.990  0.000
C  -8.415  2.371  -5.037  0.000
C  -8.693  1.667  -3.749  0.000
C  -7.994  2.236  -2.455  0.000
O  -6.510  2.420  -2.576  0.000
C  -5.814  1.226  -2.958  0.000
N  -10.142  1.667  -3.532  0.000
H  -8.912  1.737  -5.772  0.000
H  -7.361  2.426  -5.308  0.000
H  -8.917  3.328  -5.179  0.000
H  -8.555  0.589  -3.826  0.000
H  -8.074  1.628  -1.554  0.000
H  -8.403  3.229  -2.269  0.000
H  -6.171  0.352  -2.412  0.000
H  -4.754  1.116  -2.730  0.000
H  -5.777  1.068  -4.036  0.000
H  -10.336  0.955  -2.843  0.000
H  -10.682  1.508  -4.370  0.000
C  -0.798  -6.245  -0.681  0.000
O  -1.233  -5.397  0.260  0.000
H  -1.682  -6.502  -1.264  0.000
H  -0.212  -5.758  -1.460  0.000
H  -0.360  -7.191  -0.363  0.000
H  -0.554  -4.960  0.780  0.000
C  5.642  -4.631  0.355  0.000
O  5.283  -4.192  -0.962  0.000
H  6.529  -4.093  0.691  0.000
H  4.783  -4.609  1.026  0.000
H  5.994  -5.660  0.278  0.000
H  5.359  -3.235  -0.971  0.000
C  3.823  3.664  -0.810  0.000
O  3.689  4.545  -1.937  0.000
H  2.851  3.171  -0.794  0.000
H  4.583  2.964  -1.158  0.000
H  4.068  4.252  0.074  0.000
H  3.798  4.065  -2.761  0.000